No. 1
# C20H24N4O4

The molecule C20H24N4O4 (the ωB97M-V functional and the def2-TZVPD basis, the OMol25 dataset).

Structure (XYZ):
```
52
Properties=species:S:1:pos:R:3:forces:R:3
O 2.132362 -0.667756 3.083939 0.0 0.0 0.2
O -1.129462 -3.290559 -1.642423 0.0 0.5 0.0
O 0.460993 -2.676320 0.655734 -0.2 0.0 -0.3
O -7.218959 3.511490 0.070682 -0.3 0.2 -0.2
N -5.483199 3.236646 1.521147 0.2 0.0 0.3
N -5.720118 1.858741 -0.290477 -0.6 -0.2 -0.8
N 2.214142 -0.647771 0.793895 0.0 -0.2 -0.5
N -4.615252 1.204883 0.077799 0.6 -0.3 0.2
C -2.578600 -1.577690 -1.040009 0.0 0.2 0.2
C 1.115069 -2.480191 1.887741 0.1 0.0 0.4
C -3.001939 -0.510503 -0.251914 0.7 -0.4 0.3
C 4.259810 2.850368 -0.281381 0.0 0.0 0.1
C -0.529855 -4.505089 -1.220686 0.2 -0.6 0.2
C 4.994514 4.095234 -0.673471 0.0 -0.1 0.0
C 3.035409 0.867198 -0.861053 0.0 0.0 0.1
C 4.116326 2.509026 1.055603 0.0 0.0 -0.2
C -0.691097 -1.965481 0.399431 -0.1 -0.1 -0.2
C -4.192799 0.222892 -0.616923 -0.7 0.5 -0.2
C -1.376440 -5.254517 -0.198969 0.1 0.3 -0.3
C 3.835623 2.343997 -2.710463 0.0 0.0 0.1
C -1.443006 -2.316971 -0.738367 0.1 0.0 0.1
C 3.446433 1.365902 1.450757 -0.1 -0.1 0.2
C -2.256320 -0.190016 0.881300 -0.1 0.0 -0.2
C 1.875557 -1.147362 2.001670 -0.3 -0.4 -0.2
C 2.900250 0.533953 0.483173 0.2 0.3 0.1
C 3.706578 2.012282 -1.255450 0.0 -0.1 0.1
C -6.217688 2.935773 0.429864 0.2 -0.1 0.1
C -1.121830 -0.907959 1.194536 0.1 -0.1 0.0
H 1.849843 -3.289866 1.953496 -0.1 0.1 0.0
H -2.569409 0.629381 1.506270 0.0 0.1 0.1
H 4.342869 4.766682 -1.231990 0.0 0.1 -0.1
H -5.753209 4.008516 2.101126 -0.1 0.0 -0.1
H 0.428182 -2.570279 2.736746 0.1 0.1 -0.1
H 1.900287 -1.180377 -0.009294 0.0 0.0 0.3
H 4.540588 3.152420 1.812724 0.0 0.1 0.1
H -4.718188 -0.104450 -1.520963 0.0 0.1 0.0
H -0.551037 -0.623107 2.064289 0.0 0.0 0.1
H -6.239722 1.586539 -1.125047 0.1 0.2 0.3
H 5.845394 3.855406 -1.310568 0.1 0.1 -0.1
H -0.451959 -5.084762 -2.144694 0.0 0.1 0.1
H 5.358500 4.619539 0.206125 0.0 0.1 0.0
H -1.440273 -4.693786 0.730676 0.0 0.0 0.1
H 3.345970 1.119034 2.493761 0.0 0.0 0.0
H -0.928403 -6.222539 0.006860 0.0 -0.1 0.1
H 0.476003 -4.330800 -0.826509 -0.2 0.0 -0.2
H 3.382278 3.311388 -2.923607 0.0 0.1 -0.1
H 4.884775 2.400601 -2.998635 0.1 0.0 -0.1
H 2.605343 0.217780 -1.612413 -0.1 -0.1 -0.1
H -4.658940 2.696306 1.716945 0.0 0.1 0.1
H -3.130766 -1.860969 -1.923034 -0.1 -0.1 -0.1
H -2.382746 -5.403967 -0.583631 -0.1 -0.1 0.0
H 3.348095 1.591112 -3.324293 0.0 0.0 -0.1
```
Forces are in eV/Å.

multiplicity = 1
SMILES = CCOc1cc(/C=N/NC(N)=O)ccc1OCC(=O)Nc1ccc(C)c(C)c1
net charge = 0
HOMO level = -8.17 eV

=====

No. 2
# C4H5NO

A structure of composition C4H5NO at a distorted geometry (the ωB97M-V functional and the def2-TZVPD basis, the OMol25 dataset).

Structure (XYZ):
```
11
Properties=species:S:1:pos:R:3:forces:R:3
O 0.994468 0.600586 1.176673 -3.4 -0.2 -4.7
N -0.335501 -0.473123 -0.563367 0.0 0.0 -0.5
C -0.546524 1.831153 -0.168943 -0.2 3.0 2.1
C 0.053452 0.618434 0.034081 4.4 -2.7 5.0
C -0.303703 2.364651 0.977991 -2.0 1.0 -3.7
C 0.368186 -1.710170 -0.469385 0.2 -0.8 0.3
H 1.268931 -1.540611 0.121283 -0.2 0.0 0.0
H 0.660197 -2.048511 -1.468384 -0.1 -0.1 0.2
H -1.158305 -0.406714 -1.146644 0.3 0.1 -0.2
H -0.735417 3.214851 1.478711 0.7 -0.2 1.6
H -0.265784 -2.450549 0.027983 0.3 -0.1 -0.1
```
Forces are in eV/Å.

multiplicity = 1
net charge = 0
HOMO level (alpha / beta) = -8.69 / -8.69 eV

=====

Looking at energy above the lowest of the compared OMol25 structures with the same formula, charge and spin for the records above, in order, we have 41.3, 136.7 kcal per mole.